<P>
C9H36O9 | wB97M-V/def2-TZVPD

Cartesian coordinates (Å):
C 12.98826 -8.48463 -3.53098
O 11.77920 -8.95829 -2.93082
H 12.89091 -8.43706 -4.62079
H 13.12864 -7.44954 -3.22920
H 13.81457 -9.13768 -3.25677
H 11.66641 -9.85515 -3.26576
C 9.66036 -13.95460 -3.93648
O 9.60540 -15.39359 -4.03630
H 10.73112 -13.73348 -3.94133
H 9.15322 -13.48344 -4.76956
H 9.24581 -13.59810 -2.99105
H 9.99064 -15.77861 -3.24423
C 8.61582 -10.84068 -1.72267
O 7.25381 -11.25662 -1.85660
H 9.06797 -10.76120 -2.70795
H 8.61670 -9.91066 -1.14863
H 9.14426 -11.58401 -1.11328
H 6.93298 -11.55150 -0.98452
C 3.27129 -10.64929 -1.98797
O 2.27026 -11.49803 -2.58071
H 3.34351 -9.81787 -2.68545
H 3.01550 -10.34397 -0.97327
H 4.21130 -11.20630 -1.97391
H 1.82704 -12.01682 -1.90659
C 6.86261 -14.73646 -2.14494
O 7.06647 -15.96546 -2.81577
H 6.82057 -13.94703 -2.90662
H 5.94630 -14.72143 -1.56522
H 7.71447 -14.37865 -1.54956
H 7.86270 -15.77093 -3.34245
C 6.21948 -11.89665 1.53919
O 5.78677 -12.23074 0.23634
H 5.40187 -11.61545 2.21507
H 6.70209 -12.75772 2.02140
H 6.93422 -11.07451 1.54897
H 5.28458 -13.04763 0.26781
C 10.35442 -10.01287 -4.71882
O 11.64587 -10.56957 -4.86217
H 9.83408 -9.83654 -5.66193
H 9.78411 -10.77561 -4.18155
H 10.31974 -9.12417 -4.08165
H 12.21635 -10.02634 -5.41102
C 10.13779 -11.91616 1.68080
O 9.92863 -10.55671 1.28099
H 10.04917 -11.95791 2.76735
H 9.35846 -12.51809 1.21864
H 11.13648 -12.25399 1.40930
H 10.71876 -10.18976 0.88103
C 9.04849 -7.27945 -3.09097
O 7.87357 -6.78641 -3.72564
H 9.12844 -8.32673 -3.38465
H 9.95657 -6.78176 -3.44276
H 9.08550 -7.29412 -1.99634
H 7.91375 -5.82727 -3.63523

Results
**E_HOMO**: -0.3530 Ha
**Orbital gap**: 0.368 Eh
**E_LUMO**: 0.4 eV
**Molar mass**: 288.38 g/mol

Charges in e, computed with natural (NBO), in the same order as the atoms: -0.247 -0.748 0.135 0.190 0.177 0.484 -0.262 -0.738 0.176 0.197 0.174 0.472 -0.227 -0.762 0.158 0.172 0.149 0.490 -0.251 -0.735 0.185 0.161 0.181 0.459 -0.252 -0.739 0.173 0.169 0.143 0.483 -0.258 -0.738 0.169 0.164 0.199 0.483 -0.305 -0.737 0.183 0.176 0.215 0.477 -0.250 -0.740 0.173 0.170 0.173 0.475 -0.243 -0.712 0.174 0.159 0.165 0.461

<Q>
C9H36O9 | wB97M-V/def2-TZVPD

Cartesian coordinates (Å):
C 26.93678 -6.52465 -0.00754
O 25.53272 -6.35177 -0.32662
H 27.19140 -7.51478 0.37049
H 27.56201 -6.24224 -0.85456
H 27.14675 -5.82244 0.79925
H 25.49065 -5.86086 -1.15053
C 18.31061 -0.04679 -6.41742
O 18.62416 -1.25545 -5.74518
H 18.18314 0.77036 -5.70741
H 19.07017 0.17225 -7.16789
H 17.42212 -0.25559 -7.01332
H 18.70437 -1.87876 -6.47089
C 29.77732 -0.44285 -10.92751
O 29.62032 -1.18190 -9.64007
H 29.85950 -1.16186 -11.74261
H 28.94281 0.16390 -11.27900
H 30.61937 0.24866 -10.95688
H 29.27112 -2.04522 -9.87318
C 23.95842 3.56460 -3.88286
O 24.16839 4.90802 -4.26690
H 24.86635 2.97885 -3.73917
H 23.33560 3.53527 -2.98881
H 23.29326 3.02652 -4.55824
H 24.69142 5.32104 -3.57591
C 25.21575 -3.66215 -5.68156
O 24.24764 -4.25286 -4.78454
H 25.55813 -2.67471 -5.37197
H 26.09406 -4.30431 -5.61592
H 24.86342 -3.56476 -6.70843
H 23.39903 -3.83496 -4.94834
C 18.57963 -4.55361 0.00109
O 18.23599 -5.74432 0.77536
H 18.92662 -4.75463 -1.01246
H 17.69123 -3.93547 -0.12841
H 19.35383 -3.90429 0.40985
H 17.28076 -5.82419 0.72300
C 33.61157 -5.23482 -7.67755
O 32.68677 -4.78307 -6.65170
H 34.55534 -5.22379 -7.13232
H 33.26652 -6.26645 -7.74670
H 33.58834 -4.67336 -8.61152
H 31.91007 -4.48857 -7.13296
C 28.51287 -9.94909 -4.87908
O 29.01187 -11.16008 -5.51903
H 27.76415 -9.43525 -5.48198
H 28.11409 -10.21271 -3.89949
H 29.28694 -9.19913 -4.71643
H 28.37175 -11.86427 -5.39260
C 19.76862 -5.59284 -9.98472
O 20.18651 -5.50490 -8.65561
H 19.22807 -6.49758 -10.26283
H 19.27213 -4.68801 -10.33525
H 20.71963 -5.53379 -10.51404
H 20.89879 -6.14846 -8.64670

Results
**E_HOMO**: -0.3739 Ha
**Orbital gap**: 0.383 Eh
**E_LUMO**: 0.2 eV
**Molar mass**: 288.38 g/mol

Charges in e, computed with natural (NBO), in the same order as the atoms: -0.253 -0.728 0.178 0.167 0.167 0.469 -0.248 -0.716 0.187 0.157 0.159 0.460 -0.262 -0.724 0.167 0.169 0.187 0.464 -0.255 -0.716 0.165 0.160 0.182 0.464 -0.253 -0.724 0.164 0.181 0.166 0.466 -0.257 -0.721 0.167 0.164 0.181 0.466 -0.266 -0.728 0.187 0.175 0.174 0.457 -0.253 -0.729 0.164 0.169 0.184 0.466 -0.252 -0.711 0.165 0.179 0.157 0.462

Which one is most stable, and which one is least stable? <P> is the most stable of them, while <Q> is the least stable.

<P>
C2H2NO3S2 | wB97M-V/def2-TZVPD

Cartesian coordinates (Å):
C -0.09863 -2.27438 -0.49040
C 1.54603 1.39545 0.36047
N -0.70955 -1.38472 -0.02593
O 0.57850 -3.06996 -0.97718
O 0.60401 2.12254 0.24587
O -2.80812 -0.34134 0.83324
S -1.54713 1.23155 -1.16901
S -1.44249 0.13358 0.54705
H 1.41665 0.54235 1.02270
H 2.46072 1.64494 -0.34682

Results
**E_HOMO**: -0.1383 Ha
**Orbital gap**: 0.267 Eh
**E_LUMO**: 3.5 eV
**Molar mass**: 152.18 g/mol
**Charge**: -1

Charges in e, computed with natural (NBO), in the same order as the atoms: 0.823 0.219 -0.796 -0.602 -0.477 -0.981 -0.651 1.243 0.127 0.096

<Q>
C2H2NO3S2 | wB97M-V/def2-TZVPD

Cartesian coordinates (Å):
C -0.13635 1.05439 -0.23711
C 0.82477 -0.12266 0.17606
N -1.36870 0.80552 0.01333
O 0.35123 2.09697 -0.57649
O 1.40012 -1.62529 -1.83467
O -2.35956 -0.57478 1.87640
S 2.02202 -0.51812 -1.16679
S -2.19021 -0.50568 0.36891
H 1.24671 0.32363 1.05890
H 0.20997 -0.93398 0.32147

Results
**E_HOMO (alpha / beta)**: -0.1725 / -0.1198 Ha
**Orbital gap (alpha / beta)**: 0.293 / 0.218 Eh
**E_LUMO (alpha / beta)**: 3.3 / 2.7 eV
**Molar mass**: 152.18 g/mol
**Charge**: -1

Charges in e, computed with natural (NBO), in the same order as the atoms: 0.653 -0.735 -0.892 -0.676 -0.866 -0.938 0.962 1.040 0.234 0.218

Which one is most stable, and which one is least stable? <P> is the most stable of them, while <Q> is the least stable.

<P>
C2H3BO3 | wB97M-V/def2-TZVPD

Cartesian coordinates (Å):
B -1.07907 0.95412 -0.76848
C 0.30830 1.01108 1.35862
C 0.58634 -0.13137 0.55033
O 0.33608 1.52121 2.41814
O -0.88408 1.89960 0.11853
O -0.29349 -0.19449 -0.52642
H -1.92670 0.88576 -1.64352
H 1.59100 -0.22022 0.01606
H 0.58586 -1.18597 1.06294

Results
**E_HOMO**: -0.3984 Ha
**Orbital gap**: 0.392 Eh
**E_LUMO**: -0.2 eV
**Molar mass**: 85.86 g/mol

Charges in e, computed with natural (NBO), in the same order as the atoms: 0.882 0.845 -0.271 -0.391 -0.825 -0.685 -0.091 0.271 0.265

<Q>
C2H3BO3 | wB97M-V/def2-TZVPD

Cartesian coordinates (Å):
C -0.18081 0.83569 1.68507
C 0.68272 1.17833 0.93055
O 1.75515 1.54989 0.36602
H -1.08073 0.83146 2.22131
H 1.68642 1.77190 -0.63463
O 1.58307 -0.18514 -1.91416
B 0.72488 -1.01187 -1.97125
O -0.34154 -1.75998 -1.99256
H -0.32116 -2.74904 -1.87434

Results
**E_HOMO**: -0.3336 Ha
**Orbital gap**: 0.329 Eh
**E_LUMO**: -0.1 eV
**Molar mass**: 85.86 g/mol

Charges in e, computed with natural (NBO), in the same order as the atoms: -0.434 0.328 -0.655 0.229 0.531 -0.881 1.253 -0.913 0.541

Which one is most stable, and which one is least stable? <P> is the most stable of them, while <Q> is the least stable.

<P>
C3H3N5 | wB97M-V/def2-TZVPD

Cartesian coordinates (Å):
H 0.77051 1.54677 2.49342
N 0.08524 1.57146 1.72749
C -0.14407 0.51967 1.03264
N 0.29134 -0.91479 1.04863
C 0.64677 -1.60517 0.02523
C 0.92298 -0.82966 -1.28036
N 0.21168 0.20466 -1.66516
N -1.12066 0.41311 -1.14046
N -1.19898 0.67610 0.09706
H 0.87726 -2.66165 0.25031
H 1.91789 -1.04794 -1.88168

Results
**E_HOMO**: -0.3548 Ha
**Orbital gap**: 0.324 Eh
**E_LUMO**: -0.8 eV
**Molar mass**: 109.09 g/mol

Charges in e, computed with natural (NBO), in the same order as the atoms: 0.369 -0.602 0.476 -0.410 0.076 0.017 -0.262 0.063 -0.168 0.220 0.221

<Q>
C3H3N5 | wB97M-V/def2-TZVPD

Cartesian coordinates (Å):
H 2.61747 0.43193 1.05453
N 2.27611 -0.43227 0.39878
C 1.17321 0.00383 -0.09933
C 0.25742 1.09340 -0.54245
N -0.92934 1.35495 -0.37786
N -1.73215 0.47796 0.39970
C -1.61764 -0.74912 0.29068
N -0.83630 -1.61742 -0.52184
N 0.30596 -1.09186 -0.73765
H 0.87417 1.90443 -0.83947
H -2.38891 -1.37583 0.97491

Results
**E_HOMO**: -0.3340 Ha
**Orbital gap**: 0.299 Eh
**E_LUMO**: -1.0 eV
**Molar mass**: 109.09 g/mol

Charges in e, computed with natural (NBO), in the same order as the atoms: 0.363 -0.544 0.323 0.009 -0.174 -0.264 0.189 -0.137 -0.146 0.197 0.184

<R>
C3H3N5 | wB97M-V/def2-TZVPD

Cartesian coordinates (Å):
H 2.44710 -0.95216 1.21127
N 2.27784 0.09427 0.60186
C 1.22181 -0.03994 -0.23708
N 0.45796 1.05429 -0.71450
C -0.74500 1.32924 -0.33752
C -1.53155 0.12563 0.25222
N -1.25696 -1.18985 0.41025
N -0.26125 -1.75016 -0.56893
N 0.77971 -1.28558 -0.86048
H -1.01706 2.22870 -0.65506
H -2.37260 0.38556 0.89797

Results
**E_HOMO**: -0.3457 Ha
**Orbital gap**: 0.301 Eh
**E_LUMO**: -1.2 eV
**Molar mass**: 109.09 g/mol

Charges in e, computed with natural (NBO), in the same order as the atoms: 0.366 -0.621 0.465 -0.375 0.086 0.007 -0.252 0.059 -0.146 0.211 0.200

Which one is most stable, and which one is least stable? <P> is the most stable of them, while <Q> is the least stable.